C3H8FNS | ωB97M-V/def2-TZVPD

Summary:
LUMO: -0.0160 hartree
ΔE to the lowest compared entry with this formula, charge and spin: 5.577 eV
total charge: 0
Kohn-Sham gap: 8.70 eV

The geometry in XYZ format:
```
14
Properties=species:S:1:pos:R:3:forces:R:3
C 0.6263 0.3122 0.2918 -2.1 1.4 -1.4
C -0.7936 -0.0506 0.6657 -2.2 -1.6 2.7
C 1.0765 -1.0458 -0.0750 2.6 -2.5 -2.1
H -0.2152 1.4104 -1.6986 3.1 -0.2 4.4
H 0.9818 2.3526 -0.0784 -2.2 -3.6 -4.0
H 0.9711 0.7916 1.2166 0.6 -0.4 -0.4
H -1.5053 0.8135 0.9637 1.9 -1.5 0.2
H -0.4943 -0.8814 1.4942 -2.0 2.1 -1.1
H -3.0637 0.4562 -0.6907 2.4 -3.5 0.3
H 0.9455 -1.9326 0.5602 0.1 1.0 0.7
H 0.3239 -1.2725 -0.8747 1.7 -0.1 -0.5
N 0.6338 1.3377 -0.8032 0.6 3.4 0.7
F 2.5461 -1.3136 -0.4829 -3.3 1.2 0.4
S -2.0330 -0.9777 -0.4888 -1.2 4.2 0.0
```
Positions in Å, forces in eV/Å.